[1]
DFT (ωB97M-V with the def2-TZVPD basis set) results for C33H27GeMoN5S3Se as an isolated structure.

```
71
Properties=species:S:1:pos:R:3:lowdin_charge:R:1
Mo 12.440 10.366 11.899 0.372
S 12.533 12.080 13.423 0.613
C 12.827 13.544 12.377 -0.624
C 12.968 14.874 12.921 -0.245
N 12.814 15.983 13.145 0.218
C 12.996 13.399 11.039 -0.686
S 13.069 11.790 10.339 0.630
C 13.363 14.270 10.013 -0.321
N 13.756 14.978 9.207 0.205
Se 14.256 8.822 12.406 0.703
C 13.169 8.007 11.045 -0.712
C 11.916 7.508 11.435 -0.193
C 11.184 6.863 10.446 -0.147
N 11.559 6.790 9.214 0.103
C 12.708 7.304 8.841 -0.119
C 13.620 7.944 9.683 -0.067
H 11.523 7.361 12.450 0.125
H 10.270 6.392 10.674 0.118
H 12.978 7.154 7.778 0.132
H 14.607 8.361 9.443 0.110
N 9.117 12.066 9.941 0.177
C 9.542 11.780 11.180 -0.683
S 10.177 10.096 11.424 0.650
N 9.391 12.587 12.205 0.084
C 8.821 13.913 12.065 -0.257
C 9.563 14.999 11.620 -0.024
C 8.975 16.266 11.436 -0.050
C 7.632 16.444 11.709 -0.047
C 6.917 15.331 12.155 -0.036
C 7.455 14.039 12.276 0.003
H 8.928 11.318 9.263 0.140
H 8.726 12.967 9.762 0.121
H 9.735 12.340 13.148 0.141
H 10.625 14.913 11.296 0.102
H 9.514 17.118 10.988 0.128
H 7.112 17.373 11.487 0.126
H 5.845 15.445 12.221 0.116
H 6.860 13.184 12.446 0.114
C 19.900 12.891 4.858 -0.189
Ge 19.551 13.906 6.391 1.289
C 19.758 15.798 6.169 -0.299
C 19.346 16.709 7.140 -0.105
C 19.661 18.034 7.041 -0.031
C 20.438 18.503 5.992 0.009
C 20.881 17.610 5.045 -0.041
C 20.595 16.283 5.139 -0.082
C 19.321 12.853 7.989 -0.150
C 20.088 11.669 8.086 -0.052
C 20.171 10.919 9.216 -0.001
C 19.373 11.157 10.318 0.110
C 18.555 12.344 10.300 -0.140
C 17.869 12.766 11.471 0.105
C 17.104 13.932 11.494 0.019
C 17.110 14.753 10.408 0.003
C 17.739 14.355 9.249 0.060
C 18.509 13.159 9.189 -0.151
H 19.860 11.853 5.158 0.027
H 20.855 13.152 4.388 0.061
H 19.071 13.213 4.147 0.093
H 18.708 16.368 7.921 0.063
H 19.289 18.715 7.724 0.104
H 20.676 19.552 5.987 0.133
H 21.605 17.945 4.327 0.129
H 21.053 15.575 4.433 0.116
H 20.750 11.460 7.218 0.129
H 20.851 10.130 9.290 0.123
H 19.493 10.582 11.209 0.139
H 18.020 12.171 12.340 0.136
H 16.661 14.158 12.463 0.143
H 16.612 15.685 10.455 0.127
H 17.650 14.986 8.367 0.103
```

## Properties
LUMO (spin up / spin down) in Ha: -0.357 / -0.446
E_HOMO (spin up / spin down) in eV: -15.4 / -15.5
Charge: +3
2S+1: 2

[2]
DFT (ωB97M-V with the def2-TZVPD basis set) results for C33H27N2O6RhTe as an isolated structure.

```
70
Properties=species:S:1:pos:R:3:lowdin_charge:R:1
Rh 0.500 0.973 0.697 1.014
O -0.357 2.778 0.296 -0.134
C -1.550 3.123 0.279 -0.155
C -2.646 2.433 0.878 -0.126
C -3.942 2.968 0.786 0.073
C -5.019 2.289 1.303 -0.114
C -4.857 1.041 1.928 0.051
C -3.611 0.503 2.060 0.035
C -2.445 1.180 1.586 -0.376
O -1.306 0.672 1.825 -0.120
N -6.362 2.854 1.189 -0.363
O -6.465 3.887 0.577 0.111
O -7.250 2.233 1.714 0.120
H -1.804 4.045 -0.264 0.163
H -4.105 3.925 0.309 0.140
H -5.732 0.526 2.298 0.137
H -3.458 -0.447 2.546 0.130
Te -1.117 -0.007 -1.421 1.694
C -1.216 1.567 -2.867 -0.475
C -2.483 2.042 -3.188 -0.134
C -2.618 3.027 -4.151 -0.048
C -1.495 3.534 -4.789 -0.036
C -0.236 3.054 -4.465 -0.046
C -0.089 2.072 -3.500 -0.128
C -0.531 -1.463 -2.881 -0.465
C 0.511 -1.256 -3.773 -0.141
C 0.681 -2.133 -4.831 -0.049
C -0.181 -3.208 -4.993 -0.035
C -1.200 -3.430 -4.079 -0.048
C -1.374 -2.561 -3.015 -0.133
H -3.358 1.625 -2.704 0.101
H -3.599 3.397 -4.401 0.121
H -1.599 4.307 -5.534 0.122
H 0.638 3.446 -4.962 0.121
H 0.901 1.717 -3.245 0.095
H 1.177 -0.414 -3.662 0.087
H 1.476 -1.963 -5.541 0.120
H -0.065 -3.869 -5.838 0.122
H -1.875 -4.266 -4.197 0.122
H -2.185 -2.713 -2.314 0.099
C 0.871 -1.585 5.786 -0.052
O 1.172 -0.272 5.357 -0.051
C 2.149 0.046 4.503 -0.206
C 2.507 1.409 4.551 0.014
C 3.497 1.922 3.752 -0.055
C 4.164 1.091 2.848 -0.062
C 3.814 -0.240 2.759 -0.032
C 2.811 -0.792 3.563 -0.164
N 2.512 -2.149 3.436 0.142
C 2.602 -2.950 2.381 0.046
C 2.714 -2.684 1.007 -0.123
C 3.083 -3.764 0.165 -0.008
C 3.282 -3.599 -1.179 -0.047
C 3.129 -2.327 -1.762 -0.039
C 2.702 -1.273 -1.006 -0.025
C 2.407 -1.416 0.377 -0.345
O 1.830 -0.474 1.014 -0.207
H 0.151 -1.459 6.595 0.112
H 1.755 -2.086 6.195 0.109
H 0.397 -2.175 4.993 0.097
H 1.988 2.020 5.274 0.131
H 3.790 2.954 3.857 0.117
H 4.963 1.480 2.236 0.114
H 4.367 -0.896 2.102 0.129
H 2.281 -2.621 4.303 0.135
H 2.568 -4.002 2.638 0.154
H 3.249 -4.733 0.613 0.126
H 3.582 -4.436 -1.788 0.117
H 3.350 -2.193 -2.809 0.118
H 2.557 -0.281 -1.420 0.105
```

## Properties
LUMO (spin up / spin down) in Ha: -0.335 / -0.288
ΔE to the lowest compared entry with this formula, charge and spin in eV: 2.354
E_HOMO (spin up / spin down) in eV: -13.4 / -13.4
Charge: +2
2S+1: 1

[3]
DFT (ωB97M-V with the def2-TZVPD basis set) results for C33H27N5O2OsP as an isolated structure.

```
69
Properties=species:S:1:pos:R:3:lowdin_charge:R:1
Os -0.125 1.322 0.584 1.486
C -6.413 -7.095 -2.679 0.007
O -6.840 -6.811 -1.327 0.001
C -6.010 -6.309 -0.453 -0.233
C -6.538 -6.132 0.850 0.051
C -5.740 -5.658 1.841 0.035
C -4.401 -5.290 1.546 -0.242
C -3.864 -5.480 0.250 0.030
C -4.655 -5.986 -0.740 0.031
N -3.630 -4.918 2.597 0.167
N -2.542 -4.445 2.762 0.184
C -1.798 -3.409 2.183 -0.168
C -0.429 -3.579 2.229 0.050
C 0.459 -2.594 1.769 0.056
C -0.049 -1.404 1.336 -0.294
O 0.728 -0.374 0.931 -0.245
C -1.450 -1.188 1.333 -0.153
N -1.840 0.070 0.954 -0.054
C -3.124 0.372 0.952 -0.074
C -4.101 -0.552 1.352 0.006
C -3.727 -1.806 1.755 0.051
C -2.361 -2.171 1.738 -0.062
H -7.301 -7.453 -3.186 0.110
H -5.649 -7.870 -2.669 0.111
H -6.051 -6.186 -3.155 0.103
H -7.564 -6.422 1.031 0.145
H -6.101 -5.563 2.856 0.138
H -2.818 -5.272 0.063 0.128
H -4.243 -6.174 -1.719 0.121
H -0.044 -4.505 2.635 0.142
H 1.529 -2.752 1.797 0.144
H -3.395 1.377 0.649 0.120
H -5.139 -0.251 1.358 0.131
H -4.479 -2.501 2.100 0.123
N 1.708 3.054 -1.435 -0.070
P 1.450 2.966 0.210 0.908
C -0.228 3.658 0.493 -0.451
C -0.761 3.414 1.785 -0.185
C -2.086 3.777 2.067 -0.043
C -2.854 4.380 1.088 -0.022
C -2.327 4.624 -0.187 -0.015
C -1.036 4.247 -0.495 -0.053
C 2.692 3.862 1.073 -0.366
C 3.535 3.186 1.959 -0.072
C 4.497 3.906 2.650 -0.037
C 4.610 5.275 2.451 -0.016
C 3.768 5.944 1.566 -0.035
C 2.798 5.245 0.874 -0.068
C 1.010 2.187 -2.279 -0.356
C 1.271 2.144 -3.644 0.025
C 0.538 1.280 -4.426 0.001
C -0.443 0.480 -3.838 -0.025
C -0.642 0.583 -2.487 -0.106
N 0.069 1.425 -1.703 -0.038
H 2.518 3.532 -1.807 0.139
H -0.104 3.123 2.600 0.115
H -2.480 3.633 3.065 0.131
H -3.866 4.691 1.314 0.131
H -2.936 5.114 -0.935 0.131
H -0.637 4.421 -1.487 0.122
H 3.450 2.115 2.099 0.112
H 5.160 3.399 3.337 0.125
H 5.362 5.833 2.993 0.129
H 3.868 7.011 1.423 0.126
H 2.132 5.768 0.196 0.118
H 2.035 2.779 -4.072 0.134
H 0.725 1.226 -5.490 0.135
H -1.036 -0.206 -4.424 0.124
H -1.390 -0.013 -1.981 0.109
```

## Properties
LUMO (spin up / spin down) in Ha: -0.325 / -0.375
ΔE to the lowest compared entry with this formula, charge and spin in eV: 0.547
E_HOMO (spin up / spin down) in eV: -15.4 / -16.1
Charge: +3
2S+1: 5

[4]
DFT (ωB97M-V with the def2-TZVPD basis set) results for C33H28AlBF3O7 as an isolated structure.

```
73
Properties=species:S:1:pos:R:3:lowdin_charge:R:1
C -3.505 -3.216 0.815 -0.117
C -2.222 -2.617 0.254 -0.244
C -2.054 -2.830 -1.267 -0.310
O -0.950 -3.605 -1.634 -0.234
Al 0.723 -3.398 -1.152 0.326
C 1.223 -4.464 0.479 -0.106
B 2.647 -4.136 0.957 -0.792
O 3.793 -4.490 0.227 0.091
O 2.935 -3.480 2.147 0.117
C 1.092 -1.391 -0.683 -0.473
F 0.010 -0.524 -0.563 0.000
F 1.740 -1.250 0.533 0.004
F 1.921 -0.731 -1.568 0.004
H -3.479 -4.309 0.798 0.074
H -4.378 -2.905 0.231 0.066
H -3.673 -2.908 1.851 0.048
H -2.183 -1.554 0.500 0.091
H -1.364 -3.074 0.752 0.083
H -2.016 -1.844 -1.756 0.100
H -2.958 -3.327 -1.650 0.102
H 1.717 -3.764 -2.365 -0.031
H 0.467 -4.366 1.266 0.043
H 1.177 -5.484 0.080 0.053
H 3.858 -4.033 -0.616 0.076
H 2.117 -3.235 2.589 0.078
C -0.788 2.265 -2.090 -0.039
C -1.205 3.563 -2.366 -0.060
C -0.791 4.199 -3.525 -0.012
C 0.049 3.537 -4.415 -0.092
C 0.467 2.235 -4.133 -0.073
C 0.046 1.599 -2.972 0.016
C 1.380 1.491 -5.051 -0.273
O 1.724 0.356 -4.815 0.130
C 1.851 2.209 -6.275 -0.079
C 2.731 1.560 -7.133 -0.003
C 3.177 2.201 -8.276 -0.065
C 2.744 3.490 -8.569 -0.069
C 1.868 4.139 -7.717 -0.011
C 1.419 3.503 -6.564 -0.083
C 0.481 4.232 -5.656 -0.281
O 0.096 5.351 -5.931 0.092
H -1.107 1.764 -1.184 0.105
H -1.855 4.080 -1.672 0.103
H -1.105 5.207 -3.760 0.115
H 0.388 0.597 -2.769 0.099
H 3.048 0.557 -6.881 0.121
H 3.864 1.696 -8.944 0.104
H 3.092 3.987 -9.466 0.102
H 1.516 5.141 -7.923 0.116
C -4.151 -1.099 6.260 -0.062
C -3.931 -0.241 7.333 -0.067
C -2.779 0.524 7.385 -0.010
C -1.838 0.433 6.364 -0.083
C -2.057 -0.431 5.293 -0.076
C -3.218 -1.195 5.243 0.000
C -1.058 -0.569 4.187 -0.268
O -1.259 -1.325 3.263 0.121
C 0.184 0.249 4.280 -0.074
C 1.140 0.128 3.277 0.016
C 2.307 0.871 3.348 -0.036
C 2.519 1.742 4.410 -0.059
C 1.566 1.872 5.407 -0.011
C 0.396 1.124 5.349 -0.090
C -0.606 1.276 6.439 -0.280
O -0.438 2.052 7.358 0.094
H -5.054 -1.695 6.219 0.105
H -4.661 -0.172 8.129 0.103
H -2.586 1.201 8.206 0.116
H -3.363 -1.855 4.398 0.113
H 0.972 -0.541 2.446 0.101
H 3.047 0.764 2.566 0.115
H 3.432 2.322 4.459 0.104
H 1.710 2.544 6.242 0.116
```

## Properties
LUMO in Ha: 0.030
ΔE to the lowest compared entry with this formula, charge and spin in eV: 0.000
E_HOMO in eV: -5.5
Charge: -1
2S+1: 1

Number 1: electronic energy -198304.6090 eV, maximum force 3.364 eV Å⁻¹. Number 2: electronic energy -60204.3745 eV, maximum force 3.032 eV Å⁻¹. Number 3: electronic energy -57933.2865 eV, maximum force 0.571 eV Å⁻¹. Number 4: electronic energy -64441.5773 eV, maximum force 0.421 eV Å⁻¹.